Formula: C23H20N10O2RuS
Source: OMol25
Level of theory: wB97M-V/def2-TZVPD

As for the energy relative to the best compared isomer or geometry (same formula, charge and spin): 0.00 kcal/mol. As for the LUMO energy (alpha / beta): -3.73 / -4.56 eV. As for the expectation value of S²: 0.821. Its spin multiplicity is 2. As for the HOMO energy (alpha / beta): -10.51 / -10.64 eV. As for the total charge: +1. The HOMO-LUMO gap (alpha / beta) comes out at 6.781 / 6.081 eV. As for the maximum force: 0.5 eV/Å.

Geometry (Å):
Ru (-0.55, -0.84, 0.27)
S (-1.14, 1.26, 0.30)
C (0.21, 1.89, 1.23)
N (0.51, 3.14, 1.45)
N (-0.26, 4.13, 1.08)
C (-1.69, 4.20, 1.05)
C (-2.49, 3.39, 1.85)
C (-3.86, 3.57, 1.83)
C (-4.45, 4.54, 1.04)
C (-3.64, 5.36, 0.26)
C (-2.26, 5.19, 0.26)
N (1.14, 1.01, 1.73)
N (0.91, -0.18, 1.44)
C (1.77, -1.17, 2.03)
C (1.80, -2.42, 1.44)
C (2.57, -3.43, 2.01)
C (3.29, -3.17, 3.16)
C (3.26, -1.91, 3.74)
C (2.49, -0.90, 3.18)
H (0.21, 5.02, 1.18)
H (-2.04, 2.66, 2.51)
H (-4.48, 2.95, 2.47)
H (-5.52, 4.67, 1.04)
H (-4.08, 6.13, -0.35)
H (-1.63, 5.83, -0.35)
H (1.30, -2.60, 0.49)
H (2.61, -4.40, 1.54)
H (3.89, -3.95, 3.61)
H (3.83, -1.71, 4.64)
H (2.44, 0.08, 3.63)
N (-2.15, -1.64, -1.00)
N (-3.05, -2.42, -0.26)
C (-3.02, -2.40, 1.10)
N (-3.98, -3.06, 1.72)
N (-2.00, -1.72, 1.65)
N (-1.96, -1.52, 3.05)
O (-2.79, -2.05, 3.78)
O (-1.10, -0.78, 3.42)
H (-2.63, -0.89, -1.49)
H (-1.67, -2.22, -1.69)
H (-3.81, -2.86, -0.74)
H (-4.71, -3.52, 1.21)
H (-3.98, -3.06, 2.73)
N (5.47, -0.73, -7.68)
C (4.77, -0.73, -6.77)
C (3.90, -0.73, -5.62)
C (4.10, -1.65, -4.60)
C (3.26, -1.64, -3.50)
C (2.21, -0.73, -3.41)
C (2.01, 0.18, -4.45)
C (2.85, 0.19, -5.55)
C (1.33, -0.73, -2.27)
C (0.59, -0.72, -1.31)
H (4.92, -2.35, -4.66)
H (3.42, -2.35, -2.69)
H (1.20, 0.89, -4.38)
H (2.71, 0.90, -6.35)

=====

Formula: C23H20N4O2S2
Source: OMol25
Level of theory: wB97M-V/def2-TZVPD

As for the energy relative to the best compared isomer or geometry (same formula, charge and spin): 0.82 kcal/mol. As for the LUMO energy: 0.10 eV. Its spin multiplicity is 1. As for the HOMO energy: -8.02 eV. The structure (SMILES) is COc1cccc(NC(=O)Nc2nnc(-c3ccccc3SCc3ccccc3)s2)c1. The HOMO-LUMO gap comes out at 8.118 eV. As for the maximum force: 1.5 eV/Å.

Geometry (Å):
C (8.71, 2.17, -0.11)
O (8.82, 0.80, 0.19)
C (7.68, 0.06, 0.24)
C (7.85, -1.30, 0.53)
C (6.75, -2.13, 0.61)
C (5.47, -1.63, 0.40)
C (5.30, -0.28, 0.11)
N (4.00, 0.17, -0.09)
C (3.58, 1.43, -0.34)
O (4.25, 2.43, -0.45)
N (2.18, 1.55, -0.49)
C (1.23, 0.59, -0.42)
N (1.43, -0.67, -0.19)
N (0.33, -1.40, -0.18)
C (-0.77, -0.75, -0.40)
C (-2.05, -1.40, -0.42)
C (-2.06, -2.77, -0.16)
C (-3.23, -3.50, -0.15)
C (-4.43, -2.86, -0.41)
C (-4.45, -1.51, -0.67)
C (-3.28, -0.76, -0.68)
S (-3.31, 0.97, -1.02)
C (-5.05, 1.38, -1.42)
C (-5.99, 1.27, -0.26)
C (-7.28, 0.77, -0.45)
C (-8.16, 0.69, 0.61)
C (-7.77, 1.09, 1.87)
C (-6.50, 1.60, 2.07)
C (-5.61, 1.69, 1.01)
S (-0.47, 0.98, -0.66)
C (6.40, 0.57, 0.03)
H (9.73, 2.56, -0.10)
H (8.26, 2.34, -1.09)
H (8.12, 2.70, 0.65)
H (8.85, -1.67, 0.69)
H (6.88, -3.18, 0.83)
H (4.61, -2.28, 0.46)
H (3.26, -0.53, -0.03)
H (1.88, 2.49, -0.68)
H (-1.11, -3.24, 0.03)
H (-3.20, -4.56, 0.05)
H (-5.36, -3.41, -0.40)
H (-5.40, -1.03, -0.85)
H (-5.36, 0.77, -2.26)
H (-4.97, 2.42, -1.74)
H (-7.58, 0.45, -1.44)
H (-9.15, 0.29, 0.45)
H (-8.46, 1.02, 2.70)
H (-6.19, 1.92, 3.05)
H (-4.62, 2.08, 1.17)
H (6.24, 1.61, -0.19)

=====

Formula: C23H20N7O4OsS2
Source: OMol25
Level of theory: wB97M-V/def2-TZVPD

As for the energy relative to the best compared isomer or geometry (same formula, charge and spin): 22.17 kcal/mol. As for the LUMO energy: -3.51 eV. Its spin multiplicity is 1. As for the HOMO energy: -10.23 eV. As for the total charge: +1. The HOMO-LUMO gap comes out at 6.719 eV. As for the maximum force: 0.5 eV/Å.

Geometry (Å):
Os (-0.46, 0.56, 0.79)
N (-2.85, 4.03, -0.21)
C (-2.18, 3.04, 0.39)
S (-1.00, 2.13, -0.70)
N (-2.38, 2.73, 1.62)
N (-1.58, 1.67, 2.03)
C (-1.74, 1.27, 3.25)
C (-1.01, 0.06, 3.61)
C (-1.03, -0.47, 4.89)
C (-0.31, -1.63, 5.14)
C (0.39, -2.23, 4.11)
C (0.36, -1.65, 2.86)
N (-0.32, -0.53, 2.61)
H (-2.60, 4.33, -1.14)
H (-3.44, 4.63, 0.34)
H (-2.43, 1.77, 3.92)
H (-1.59, 0.02, 5.67)
H (-0.31, -2.07, 6.13)
H (0.96, -3.14, 4.26)
H (0.88, -2.10, 2.01)
C (-2.65, -0.87, -6.32)
C (-2.19, -1.08, -4.91)
C (-2.88, -0.51, -3.84)
C (-2.49, -0.73, -2.53)
C (-1.39, -1.53, -2.29)
C (-0.68, -2.12, -3.33)
C (-1.09, -1.89, -4.63)
S (-0.83, -1.80, -0.65)
O (-0.60, -3.20, -0.44)
O (-1.83, -1.12, 0.23)
N (0.42, -0.86, -0.42)
C (1.78, -1.02, -0.25)
C (2.58, -2.02, -0.77)
C (3.96, -2.02, -0.53)
C (4.56, -1.04, 0.21)
C (3.77, -0.01, 0.79)
C (4.31, 1.00, 1.62)
C (3.48, 1.91, 2.20)
C (2.10, 1.85, 1.94)
N (1.56, 0.96, 1.14)
C (2.38, 0.00, 0.56)
H (-3.10, 0.11, -6.45)
H (-3.39, -1.62, -6.60)
H (-1.82, -0.95, -7.02)
H (-3.75, 0.11, -4.04)
H (-3.04, -0.29, -1.71)
H (0.17, -2.76, -3.13)
H (-0.54, -2.34, -5.45)
H (2.12, -2.81, -1.36)
H (4.56, -2.81, -0.96)
H (5.62, -1.04, 0.39)
H (5.38, 1.02, 1.79)
H (3.86, 2.68, 2.85)
H (1.42, 2.54, 2.42)
O (0.04, 3.45, -1.07)
N (0.57, 4.32, -0.06)
O (0.28, 4.06, 1.03)

=====

Formula: C23H21AuBrClNP
Source: OMol25
Level of theory: wB97M-V/def2-TZVPD

As for the energy relative to the best compared isomer or geometry (same formula, charge and spin): 14.00 kcal/mol. As for the LUMO energy (alpha / beta): -7.35 / -11.96 eV. As for the expectation value of S²: 2.030. Its spin multiplicity is 3. As for the HOMO energy (alpha / beta): -14.25 / -14.29 eV. As for the total charge: +2. The HOMO-LUMO gap (alpha / beta) comes out at 6.896 / 2.329 eV. As for the maximum force: 2.4 eV/Å.

Geometry (Å):
Au (0.89, -1.53, 0.78)
Cl (1.95, -3.59, 1.14)
P (0.70, 0.03, -0.82)
C (-0.27, 1.18, 0.18)
C (-1.66, 1.26, 0.06)
C (-2.40, 1.96, 1.01)
C (-1.73, 2.61, 2.05)
C (-0.34, 2.54, 2.17)
C (0.40, 1.84, 1.23)
C (1.93, 1.07, -1.61)
C (3.00, 0.49, -2.32)
C (3.86, 1.32, -3.04)
C (3.70, 2.71, -3.05)
C (2.62, 3.27, -2.35)
C (1.76, 2.46, -1.63)
C (-0.31, -0.67, -2.13)
C (-0.54, -2.06, -2.12)
C (-1.42, -2.62, -3.04)
C (-2.01, -1.81, -4.00)
C (-1.74, -0.45, -4.05)
C (-0.87, 0.13, -3.13)
H (3.15, -0.59, -2.31)
H (4.69, 0.90, -3.62)
H (4.35, 3.37, -3.63)
H (2.46, 4.34, -2.34)
H (0.91, 2.90, -1.12)
H (-2.16, 0.71, -0.74)
H (-3.50, 1.98, 0.95)
H (-2.31, 3.18, 2.78)
H (0.17, 3.06, 2.99)
H (1.48, 1.75, 1.33)
H (-0.07, -2.69, -1.35)
H (-1.65, -3.68, -2.98)
H (-2.68, -2.26, -4.72)
H (-2.19, 0.17, -4.82)
H (-0.60, 1.18, -3.20)
H (-2.29, -1.26, 0.88)
H (-2.21, -1.88, 0.46)
Br (-3.05, -3.73, 4.33)
C (-1.47, -2.67, 4.18)
C (-0.89, -1.99, 5.26)
C (0.26, -1.20, 5.08)
C (0.82, -1.10, 3.81)
N (0.24, -1.76, 2.80)
C (-0.84, -2.57, 2.94)
H (-1.37, -2.12, 6.23)
H (0.71, -0.67, 5.91)
H (1.69, -0.48, 3.58)
H (-1.18, -3.04, 2.03)

=====

Formula: C23H21Cl2N3O2
Source: OMol25
Level of theory: wB97M-V/def2-TZVPD

As for the energy relative to the best compared isomer or geometry (same formula, charge and spin): 0.91 kcal/mol. As for the LUMO energy: 0.69 eV. Its spin multiplicity is 1. As for the HOMO energy: -7.76 eV. The structure (SMILES) is [H]/N=c1\n(Cc2ccccc2)c2ccccc2n1C[C@H](O)COc1ccc(Cl)cc1Cl. The HOMO-LUMO gap comes out at 8.455 eV. As for the maximum force: 0.7 eV/Å.

Geometry (Å):
H (0.43, 3.76, -0.71)
N (0.61, 2.95, -1.28)
C (1.01, 1.91, -0.64)
N (1.24, 1.74, 0.72)
C (0.89, 2.65, 1.77)
C (-0.34, 2.20, 2.53)
C (-0.40, 2.32, 3.91)
C (-1.52, 1.89, 4.60)
C (-2.59, 1.34, 3.92)
C (-2.53, 1.21, 2.54)
C (-1.41, 1.64, 1.84)
C (1.64, 0.43, 0.93)
C (1.95, -0.24, 2.10)
C (2.34, -1.57, 1.98)
C (2.42, -2.19, 0.75)
C (2.10, -1.52, -0.42)
C (1.71, -0.20, -0.32)
N (1.32, 0.73, -1.26)
C (1.23, 0.49, -2.68)
C (-0.12, 0.88, -3.34)
O (-0.12, 2.21, -3.75)
C (-1.36, 0.61, -2.45)
O (-1.20, -0.26, -1.35)
C (-1.05, -1.59, -1.54)
C (-0.99, -2.23, -2.78)
C (-0.81, -3.60, -2.86)
C (-0.69, -4.35, -1.70)
Cl (-0.44, -6.06, -1.80)
C (-0.76, -3.75, -0.46)
C (-0.95, -2.38, -0.38)
Cl (-1.06, -1.61, 1.15)
H (0.70, 3.64, 1.32)
H (1.74, 2.76, 2.45)
H (0.44, 2.74, 4.44)
H (-1.55, 1.99, 5.67)
H (-3.46, 1.00, 4.46)
H (-3.36, 0.78, 2.00)
H (-1.38, 1.54, 0.77)
H (1.88, 0.24, 3.06)
H (2.58, -2.12, 2.88)
H (2.72, -3.22, 0.69)
H (2.16, -2.02, -1.38)
H (1.41, -0.58, -2.83)
H (2.00, 1.06, -3.20)
H (-0.19, 0.30, -4.27)
H (0.14, 2.74, -2.95)
H (-1.64, 1.56, -1.98)
H (-2.20, 0.28, -3.07)
H (-1.08, -1.67, -3.69)
H (-0.76, -4.08, -3.82)
H (-0.68, -4.33, 0.45)